Formula: C2H7N2O2
Source: OMol25
Level of theory: wB97M-V/def2-TZVPD

For the largest force on an atom, the calculation gives 4.039 eV Å⁻¹. The calculation puts the energy above the lowest of the compared OMol25 structures with the same formula, charge and spin at 201.2 kcal/mol. The net charge is +1. The LUMO energy (spin up / spin down) is -6.5 / -7.3 eV. The calculation puts the HOMO-LUMO gap (spin up / spin down) at 8.4 / 6.7 eV.

Each line ends with the Mulliken charge.
Atoms and positions in Å:
C (-2.393, -0.461, 0.524)  -0.693
C (2.406, 0.416, 0.193)  -0.615
N (0.653, -0.851, -0.794)  -0.087
N (-1.385, 0.234, -0.199)  0.371
O (-1.673, 1.180, -0.856)  -0.253
O (1.413, -0.569, 0.227)  0.002
H (-2.927, -1.155, -0.067)  0.333
H (-3.045, 0.359, 0.712)  0.359
H (-2.084, -0.976, 1.385)  0.286
H (2.629, 0.763, 1.143)  0.296
H (2.266, 1.406, -0.448)  0.320
H (3.250, -0.121, -0.140)  0.344
H (0.889, -0.225, -1.680)  0.336